Record 1
Molecular formula: C2N5O2
Method: DFT, the ωB97M-V functional and the def2-TZVPD basis

Properties
net charge	-1
frontier orbital gap	9.77	eV
energy relative to the best compared isomer or geometry (same formula, charge and spin)	2.1	kcal/mol
HOMO energy	-5.832	eV
largest force on an atom	0.13378	hartree/bohr

```
9
Properties=species:S:1:pos:R:3:forces:R:3:lowdin_charge:R:1
O 1.3408 0.0207 -1.2425 -0.54 -0.41 -0.29 -0.049
N -1.0313 2.4399 0.4915 -0.19 -1.33 0.09 0.129
N -2.5308 -1.0437 -0.7588 -0.95 -0.67 -0.71 0.102
N -0.4500 0.0098 0.5888 -5.61 -1.53 -3.67 -0.114
C -0.8358 1.2904 0.4891 1.63 2.13 0.16 -0.321
N 0.7282 -0.5463 0.7996 0.82 -1.65 3.54 -0.008
C -1.5388 -0.7010 -0.3110 3.45 1.86 2.86 -0.167
N 1.5933 -0.5346 -0.1538 1.26 2.49 -2.31 -0.526
O 2.7245 -0.9352 0.0972 0.13 -0.89 0.32 -0.046
```
Positions in Å, forces in eV/Å.

=====

Record 2
Molecular formula: C30H14Cl5N5OReS5Se
Method: DFT, the ωB97M-V functional and the def2-TZVPD basis

Properties
frontier orbital gap (spin up / spin down)	6.12 / 5.99	eV
energy relative to the best compared isomer or geometry (same formula, charge and spin)	0.5	kcal/mol
multiplicity	4
HOMO energy (spin up / spin down)	-7.360 / -7.670	eV
largest force on an atom	0.00387	hartree/bohr

```
62
Properties=species:S:1:pos:R:3:forces:R:3:lowdin_spin:R:1
S 1.9121 -2.7036 4.3742 0.01 0.01 -0.01 0.004
C -0.1385 -1.3022 0.2912 -0.05 0.03 0.02 0.001
H 2.1306 3.5878 -3.6811 0.00 0.00 0.00 0.000
H 4.7798 0.2345 -3.4159 0.00 0.00 0.00 0.000
S 3.3409 -5.2645 4.8565 0.00 0.01 -0.05 0.005
H 2.6243 -2.7995 -0.9947 0.00 0.00 -0.01 0.000
H 6.3273 1.3366 -4.9606 0.00 0.00 0.00 0.000
C -5.1179 0.9228 4.5896 0.00 0.00 0.00 -0.008
C 5.7925 4.8793 -6.5815 0.00 0.00 0.00 0.000
C 0.6885 0.8772 -1.2574 -0.03 0.02 -0.01 0.001
C -1.3910 2.1053 -0.5961 -0.01 -0.02 0.00 0.010
H -3.7728 0.9450 1.4902 0.02 0.00 -0.04 0.001
C -2.5649 2.0810 0.1084 0.00 0.00 -0.01 0.000
C -0.5359 0.9958 -0.5244 0.02 0.04 0.00 0.000
H -0.4892 -4.3135 1.5221 0.01 0.02 -0.02 0.002
C 1.1597 -3.7071 0.2606 0.01 0.01 0.00 0.002
C -6.3090 -1.1311 4.2618 -0.04 0.01 0.01 -0.008
C 1.4308 -0.2785 -1.2076 0.02 -0.02 0.01 0.000
H 5.7147 5.6344 -5.7961 0.00 0.00 0.00 0.000
C -2.8538 0.9851 0.9250 -0.05 -0.02 -0.02 0.016
N -5.7235 -0.4319 0.3672 0.01 0.05 -0.02 0.009
C -0.9068 -0.0806 0.2823 0.01 -0.05 0.02 0.002
N 1.2729 1.8028 -2.0795 -0.01 -0.04 0.02 0.000
Cl -5.0841 2.5484 5.1542 0.00 0.00 0.02 -0.004
H -3.2755 2.8929 0.0576 0.00 0.00 0.01 0.000
C -4.9466 -1.2848 0.3214 0.00 -0.09 0.03 0.013
C 0.2099 -2.5684 4.0204 -0.04 0.01 0.02 0.043
C 5.4020 1.8167 -4.6738 -0.02 0.00 0.01 0.000
H 4.8820 4.8828 -7.1850 0.00 0.00 0.00 0.000
C 2.3645 1.2252 -2.5263 0.04 0.03 -0.02 0.000
H 1.6315 -4.6786 0.2868 0.00 0.00 -0.01 0.000
S -0.5260 -1.0071 3.7631 -0.04 0.00 0.03 0.121
C 4.5181 1.2098 -3.8090 0.01 0.00 0.00 0.000
H 3.2581 -0.6761 -2.2371 0.00 0.00 0.00 0.000
C -5.1711 -1.6794 3.6752 -0.01 -0.04 -0.07 0.033
C 1.9769 -4.4330 4.5103 0.01 -0.01 0.10 0.002
Cl -2.5902 1.3645 3.8941 0.09 -0.09 0.12 0.018
C -0.4781 -3.7240 3.9620 -0.03 0.03 0.02 0.044
Cl -7.7555 -2.0470 4.4155 0.02 0.00 0.02 -0.004
C 3.3270 1.8396 -3.4422 -0.02 -0.01 0.01 0.000
C 3.0511 3.0966 -3.9653 0.00 0.01 -0.01 0.000
N -0.6383 -2.3355 1.0101 0.05 0.01 0.00 0.004
C 1.7013 -2.6643 -0.4451 -0.01 0.00 0.02 0.005
C 1.0379 -1.4286 -0.4632 0.01 -0.01 -0.02 0.002
Re -2.3280 -1.7697 2.3557 0.07 0.15 -0.11 2.377
C -3.9754 -0.9658 3.4839 0.01 0.12 -0.07 0.003
N -2.0383 -0.0518 1.0355 -0.01 0.03 0.00 0.011
Se -3.6851 -2.6194 0.2894 0.01 -0.02 -0.04 0.032
S -2.1745 -3.8117 3.5378 -0.04 -0.12 -0.02 0.161
Cl -5.3015 -3.3227 3.1474 0.00 -0.02 0.16 0.023
H 3.6861 4.6970 -5.2243 0.00 0.00 0.00 0.000
C 5.1132 3.0786 -5.1943 0.01 0.01 -0.01 0.000
O 6.0393 3.5946 -6.0341 0.00 0.00 0.00 0.000
C 3.9310 3.7201 -4.8355 0.00 -0.01 0.01 0.000
N 2.5074 -0.0433 -2.0282 -0.03 -0.01 0.01 -0.001
S 0.4309 -5.1837 4.2617 0.00 -0.01 -0.02 0.003
C -6.2873 0.1836 4.7133 -0.01 0.01 -0.02 0.030
H -1.1163 2.9415 -1.2248 0.01 0.00 0.00 0.000
Cl -7.6897 0.8888 5.4064 0.00 -0.01 0.02 0.011
H 6.6455 5.1037 -7.2146 0.00 0.00 0.00 0.000
C -3.9977 0.3432 3.9956 0.01 0.00 -0.03 0.029
C -0.0252 -3.5075 0.9711 -0.02 -0.02 0.00 0.007
```
Positions in Å, forces in eV/Å.

=====

Record 3
Molecular formula: C30H17Cl5N6ORuS
Method: DFT, the ωB97M-V functional and the def2-TZVPD basis

Properties
net charge	+2
frontier orbital gap (spin up / spin down)	5.99 / 5.31	eV
multiplicity	5
HOMO energy (spin up / spin down)	-12.574 / -13.907	eV
largest force on an atom	0.02934	hartree/bohr

```
61
Properties=species:S:1:pos:R:3:forces:R:3:lowdin_spin:R:1
C -0.4017 -2.3879 -1.8289 0.46 0.00 1.32 -0.003
H 0.5428 -4.0849 0.2383 0.01 0.00 0.02 0.000
H -3.9896 0.0390 6.1642 -0.04 0.00 0.07 0.005
C -0.4454 0.3260 -2.0676 0.00 0.53 -0.69 0.021
H -2.9268 -1.3608 -4.7735 0.00 0.11 0.08 0.000
C -3.8968 0.5883 2.8356 -0.33 0.04 -0.17 0.075
C 5.6377 2.3600 1.4747 0.21 -0.38 -0.55 -0.022
C -3.5821 0.2039 5.1785 0.03 0.00 0.00 0.090
C 4.7363 1.6486 0.6920 0.80 -0.04 -0.17 0.147
Cl 6.3189 3.9747 3.5287 -0.46 -0.32 -0.35 0.106
C 2.9307 2.4360 2.1098 0.27 0.84 1.01 0.106
N -0.7181 3.9412 -2.9966 -0.13 0.47 -0.40 0.005
H 1.9396 -2.8558 3.8850 0.02 0.08 0.06 0.000
H -0.7474 -5.6278 -5.6960 0.00 0.03 0.03 0.000
C -0.8937 -0.4436 -3.1286 0.25 -0.10 0.58 -0.001
H -3.5968 -2.8495 -6.6203 0.02 0.01 0.03 0.000
C 3.8179 3.1540 2.8973 -0.76 -0.36 -0.32 0.022
C -1.1969 -4.6730 -5.4451 0.55 -0.09 0.50 -0.001
H -5.4965 0.3571 4.2345 -0.07 0.00 -0.04 -0.002
H -0.5970 0.4624 3.5977 -0.14 0.05 0.07 0.006
H -1.2342 0.0008 -4.0488 -0.06 0.10 -0.04 0.000
H -0.3560 5.5561 -1.7830 0.02 0.00 0.06 0.000
H 0.1200 -4.2918 -3.8037 0.03 0.04 0.07 0.000
Cl 3.2792 4.0761 4.2310 0.01 -0.16 -0.21 0.001
S -1.9580 0.8848 1.0148 -0.66 -0.03 0.72 0.552
C -0.8644 -1.8483 -3.0070 -0.06 0.89 -0.24 0.021
H -0.4202 -3.4605 -1.6886 0.02 0.04 0.03 0.000
H -1.5534 0.1012 5.8478 0.08 0.00 0.02 -0.001
C -0.7217 -3.9281 -4.3760 -0.26 0.55 0.08 0.005
C -2.7754 -3.1220 -5.9664 -0.26 0.63 0.19 -0.001
C 5.1995 3.1134 2.5763 0.38 0.28 0.32 0.207
O 2.5101 0.9957 0.2835 0.87 0.60 0.51 0.315
C -1.6738 0.4446 3.7385 0.55 -0.08 0.29 0.065
C -2.3862 -2.2807 -4.9376 0.45 -0.18 0.40 0.004
Cl 1.2410 2.4870 2.4532 0.20 0.40 0.42 0.086
H 0.2406 4.1122 0.2172 -0.01 0.04 -0.06 0.000
Ru 0.2972 0.8918 0.6757 -0.35 0.91 0.21 1.783
Cl 5.2498 0.7208 -0.6415 -0.11 0.20 0.28 0.063
C 3.3294 1.6535 0.9821 -0.38 -0.47 -0.48 0.109
N -2.1893 -4.2706 -6.2013 -0.39 -0.75 -0.96 0.004
N 0.7379 -0.9357 1.4110 0.19 -0.89 0.08 0.008
Cl 7.3041 2.3144 1.0977 -0.15 0.01 0.03 -0.020
C 1.5160 -2.5873 2.9272 -0.01 0.16 0.02 0.005
H -1.0349 2.2042 -4.0413 -0.01 0.00 -0.03 0.000
H -4.5448 0.7281 1.9813 -0.08 0.01 0.01 0.002
C 0.7522 -3.2737 0.9264 -0.42 0.83 -1.19 0.000
N 0.0482 -0.2284 -0.9565 -0.09 -0.58 -1.28 0.069
C -2.2054 0.2387 4.9978 0.20 0.00 -0.10 0.000
C -0.7470 2.6298 -3.0893 0.15 -0.69 0.40 0.000
C -0.0322 3.6837 -0.7383 -0.11 0.66 -0.36 0.010
C -4.4266 0.3805 4.0932 -0.07 0.01 -0.09 -0.006
N -0.0545 2.3667 -0.8311 0.02 -0.48 0.03 0.010
H 1.4717 -0.4518 3.2800 0.01 -0.05 0.05 0.000
N 1.2379 -3.5841 2.0924 0.30 -0.24 0.78 0.007
C 0.0516 -1.5432 -0.7955 -0.43 -0.99 -0.87 0.034
C -0.4136 1.8121 -2.0103 -0.21 -0.09 -0.57 0.003
C -0.3701 4.4755 -1.8470 0.23 -0.04 0.74 0.003
C 1.2652 -1.2651 2.5977 -0.04 -0.03 0.03 0.011
C -1.3275 -2.6880 -4.1086 -0.29 -0.68 -0.77 0.002
C 0.5130 -1.9404 0.5277 0.30 -0.86 0.71 0.008
C -2.5106 0.6200 2.6394 -0.25 0.10 -0.30 0.085
```
Positions in Å, forces in eV/Å.

=====

DFT total energy list, top to bottom, in hartree: -500.3327 -8272.3764 -4350.6653